(1)
This record from the OMol25 dataset describes a cluster of 6 separate species, C32H50BN2O9PS in total. The level of theory is the ωB97M-V functional and the def2-TZVPD basis.

**Orbital gap**: 0.2629 hartree
**Energy**: -2800.14957 hartree
**Lowest unoccupied orbital energy**: -1.491 eV
**SMILES**: CCc1c(Cc2ccccc2)c(B(C)O)c2nsnc2c1CP(=O)(O)O.CC(C)=O.CC(C)=O.CC(C)=O.CC(C)=O.CC(C)=O

Geometry (Å):
C (3.485, 2.877, -2.902)
C (2.461, 1.974, -3.809)
C (1.449, 1.297, -2.735)
C (1.971, 0.068, -1.868)
C (3.457, -0.509, -2.030)
C (3.592, -1.695, -3.092)
C (2.725, -2.994, -3.118)
C (2.944, -4.132, -4.167)
C (4.036, -4.010, -5.294)
C (4.916, -2.716, -5.284)
C (4.711, -1.592, -4.199)
C (1.022, -0.572, -0.801)
B (1.424, -1.793, 0.186)
C (0.599, -3.172, 0.403)
O (2.641, -1.611, 0.994)
C (-0.450, 0.022, -0.627)
N (-1.486, -0.436, 0.293)
S (-2.844, 0.613, 0.061)
N (-2.280, 1.650, -1.202)
C (-0.917, 1.260, -1.526)
C (0.042, 1.929, -2.605)
C (-0.480, 3.188, -3.431)
P (-1.343, 2.778, -5.056)
O (-0.912, 3.806, -6.142)
O (-3.052, 3.019, -4.884)
O (-1.114, 1.187, -5.603)
H (3.602, 2.309, -1.900)
H (3.008, 3.880, -2.641)
H (4.530, 2.944, -3.357)
H (1.924, 2.711, -4.505)
H (3.023, 1.177, -4.428)
H (4.181, 0.328, -2.373)
H (3.893, -0.870, -1.018)
H (1.907, -3.166, -2.323)
H (2.332, -5.099, -4.180)
H (4.150, -4.850, -6.058)
H (5.747, -2.613, -6.077)
H (5.439, -0.698, -4.265)
H (0.353, -3.713, -0.575)
H (-0.346, -3.014, 1.054)
H (1.275, -3.874, 1.030)
H (2.385, -1.360, 1.915)
H (0.336, 3.973, -3.659)
H (-1.247, 3.732, -2.752)
H (-3.215, 3.098, -3.913)
H (-1.550, 1.178, -6.499)
C (-3.948, -0.070, -5.465)
C (-4.517, -1.460, -5.570)
C (-5.990, -1.586, -5.857)
O (-3.814, -2.444, -5.428)
H (-2.880, -0.132, -5.255)
H (-4.090, 0.462, -6.409)
H (-4.433, 0.470, -4.649)
H (-6.222, -1.121, -6.818)
H (-6.566, -1.114, -5.059)
H (-6.260, -2.644, -5.906)
C (-2.505, 5.003, 3.966)
C (-1.855, 4.594, 2.672)
C (-2.324, 3.312, 2.036)
O (-0.984, 5.274, 2.157)
H (-2.069, 5.944, 4.308)
H (-3.577, 5.148, 3.814)
H (-2.329, 4.241, 4.726)
H (-3.388, 3.382, 1.799)
H (-2.140, 2.473, 2.711)
H (-1.769, 3.144, 1.110)
C (-2.165, 4.114, 9.118)
C (-1.360, 3.992, 7.851)
C (-0.014, 3.325, 7.947)
O (-1.782, 4.417, 6.790)
H (-3.111, 4.614, 8.899)
H (-2.379, 3.121, 9.519)
H (-1.616, 4.709, 9.851)
H (-0.132, 2.297, 8.296)
H (0.630, 3.885, 8.628)
H (0.452, 3.308, 6.959)
C (4.987, -2.013, 4.669)
C (4.972, -3.466, 4.273)
C (5.244, -3.794, 2.829)
O (4.749, -4.341, 5.090)
H (4.775, -1.926, 5.737)
H (5.971, -1.584, 4.471)
H (4.219, -1.469, 4.115)
H (6.240, -3.443, 2.550)
H (4.487, -3.328, 2.193)
H (5.202, -4.876, 2.689)
C (-4.289, -3.893, 4.043)
C (-3.802, -3.124, 2.844)
C (-2.808, -3.804, 1.941)
O (-4.197, -1.996, 2.614)
H (-5.000, -3.280, 4.602)
H (-4.793, -4.806, 3.719)
H (-3.448, -4.136, 4.696)
H (-3.246, -4.713, 1.524)
H (-1.901, -4.043, 2.501)
H (-2.547, -3.132, 1.120)

Here are the Mulliken charges for atoms 1 to 4, given in e: C -0.96; C -0.78; C 0.64; C 0.53

(2)
This record from the OMol25 dataset describes an isolated molecule of C2H2O2S2. The level of theory is the ωB97M-V functional and the def2-TZVPD basis.

**ΔE to the lowest compared entry with this formula, charge and spin**: 0.913 eV
**Orbital gap**: 0.3270 hartree
**Energy**: -1024.22907 hartree
**Lowest unoccupied orbital energy**: -1.315 eV
**SMILES**: O=C(S)C(=O)S

Geometry (Å):
O (0.653, -1.511, -0.714)
C (0.346, -0.598, 0.151)
S (0.058, -0.964, 1.863)
C (-0.132, 0.716, -0.188)
O (-0.393, 1.509, 0.672)
S (0.037, 1.070, -1.815)
H (0.301, -2.308, 1.675)
H (-0.869, 2.086, -1.645)

Here are the Mulliken charges for atoms 1 to 4, given in e: O -0.54; C 0.46; S -0.17; C 0.59

(3)
This record from the OMol25 dataset describes the ion C3H7N4 with charge +1. The level of theory is the ωB97M-V functional and the def2-TZVPD basis.

**ΔE to the lowest compared entry with this formula, charge and spin**: 4.144 eV
**Charge**: +1
**Orbital gap**: 0.3220 hartree
**Energy**: -337.15197 hartree
**Lowest unoccupied orbital energy**: -5.064 eV
**SMILES**: [NH3+]N1CN=CC=N1

Geometry (Å):
N (1.433, -1.055, -0.441)
N (0.593, 0.447, -0.167)
C (-0.090, 0.438, 1.147)
N (-1.344, 1.087, 1.094)
C (-1.838, 1.580, 0.044)
C (-1.236, 1.242, -1.246)
N (-0.118, 0.621, -1.212)
H (1.236, -1.332, -1.408)
H (1.176, -1.787, 0.226)
H (2.422, -0.811, -0.345)
H (0.564, 0.976, 1.841)
H (-0.267, -0.570, 1.547)
H (-2.799, 2.072, 0.098)
H (-1.754, 1.332, -2.186)

Here are the Mulliken charges for atoms 1 to 4, given in e: N -0.40; N 0.19; C -0.33; N -0.36

(4)
This record from the OMol25 dataset describes a structure of composition C8H11NOsPS. The level of theory is the ωB97M-V functional and the def2-TZVPD basis.

**ΔE to the lowest compared entry with this formula, charge and spin**: 0.000 eV
**Charge**: +1
**⟨S²⟩**: 6.017
**Orbital gap (spin up / spin down)**: 0.2508 / 0.2086 hartree
**Energy**: -1195.92946 hartree
**Lowest unoccupied orbital energy (spin up / spin down)**: -2.541 / -6.870 eV
**2S+1**: 5

Geometry (Å):
C (2.095, 1.726, 0.034)
C (1.535, 1.628, 1.349)
C (0.135, 1.924, 1.267)
C (-0.174, 2.269, -0.100)
C (1.019, 2.159, -0.872)
Os (0.633, 0.327, -0.035)
P (1.746, -1.593, -0.367)
H (3.135, 1.629, -0.242)
H (2.084, 1.346, 2.235)
H (-0.565, 1.908, 2.089)
H (1.148, 2.402, -1.915)
H (-1.138, 2.560, -0.485)
H (1.248, -2.824, 0.203)
H (3.064, -1.568, 0.197)
H (2.044, -1.958, -1.731)
S (-3.804, -1.150, 0.102)
C (-2.792, -2.472, -0.384)
C (-1.469, -2.104, -0.479)
N (-1.259, -0.763, -0.144)
C (-2.405, -0.147, 0.169)
H (-3.184, -3.462, -0.578)
H (-0.626, -2.741, -0.761)
H (-2.471, 0.903, 0.447)

Here are the Mulliken charges for atoms 1 to 4, given in e: C -0.20; C -0.61; C -0.28; C -0.55

(5)
This record from the OMol25 dataset describes a structure of composition C28H54As2IrN5Si2. The level of theory is the ωB97M-V functional and the def2-TZVPD basis.

**ΔE to the lowest compared entry with this formula, charge and spin**: 0.000 eV
**Charge**: +3
**⟨S²⟩**: 8.781
**Orbital gap (spin up / spin down)**: 0.2694 / 0.2062 hartree
**Energy**: -6527.05884 hartree
**Lowest unoccupied orbital energy (spin up / spin down)**: -7.531 / -10.112 eV
**2S+1**: 6

Geometry (Å):
Ir (-0.047, -0.271, -0.154)
N (-5.246, -1.394, 0.491)
C (-3.780, -1.764, 0.393)
C (-3.341, -2.368, 1.721)
C (-1.896, -2.877, 1.666)
N (-0.926, -1.762, 1.616)
C (-1.694, -3.826, 0.486)
C (-2.151, -3.236, -0.846)
N (-1.241, -2.149, -1.279)
C (-3.599, -2.748, -0.755)
H (-5.426, -0.760, 1.272)
H (-5.798, -2.242, 0.649)
H (-5.593, -0.960, -0.366)
H (-3.224, -0.846, 0.196)
H (-3.982, -3.220, 1.964)
H (-3.439, -1.638, 2.528)
H (-1.735, -3.453, 2.581)
H (0.001, -2.150, 1.795)
H (-1.101, -1.116, 2.383)
H (-2.248, -4.747, 0.673)
H (-0.635, -4.095, 0.418)
H (-2.125, -4.034, -1.594)
H (-1.587, -1.756, -2.148)
H (-0.345, -2.580, -1.505)
H (-4.228, -3.628, -0.586)
H (-3.906, -2.300, -1.706)
C (4.589, -1.391, -0.896)
Si (3.004, -2.017, -0.087)
C (3.381, -3.243, 1.289)
C (1.994, -2.921, -1.412)
N (1.995, -0.714, 0.575)
C (2.325, -0.012, 1.683)
C (3.625, -0.005, 2.234)
C (3.898, 0.590, 3.441)
C (2.873, 1.206, 4.186)
C (1.612, 1.277, 3.668)
C (1.300, 0.746, 2.386)
N (0.095, 0.897, 1.822)
Si (-1.285, 1.761, 2.527)
C (-2.054, 0.611, 3.830)
C (-0.954, 3.414, 3.365)
C (-2.462, 1.926, 1.038)
H (4.940, -2.135, -1.614)
H (5.389, -1.257, -0.167)
H (4.465, -0.447, -1.430)
H (3.983, -4.060, 0.886)
H (2.480, -3.683, 1.722)
H (3.950, -2.782, 2.097)
H (2.689, -3.426, -2.086)
H (1.388, -2.248, -2.019)
H (1.360, -3.706, -0.988)
H (4.429, -0.485, 1.693)
H (4.908, 0.572, 3.828)
H (3.084, 1.631, 5.158)
H (0.823, 1.756, 4.235)
H (-1.313, -0.040, 4.301)
H (-2.860, -0.010, 3.433)
H (-2.496, 1.215, 4.625)
H (-1.024, 3.296, 4.447)
H (-1.707, 4.148, 3.071)
H (0.027, 3.837, 3.152)
H (-2.280, 1.123, 0.313)
H (-2.307, 2.873, 0.516)
H (-3.511, 1.901, 1.342)
C (-0.633, -0.873, -4.159)
As (0.393, 0.181, -2.859)
C (2.142, 0.081, -3.710)
C (-0.074, 2.015, -3.287)
C (-0.505, 2.376, -4.558)
C (-0.740, 3.710, -4.862)
C (-0.537, 4.686, -3.898)
C (-0.105, 4.332, -2.627)
C (0.138, 2.997, -2.325)
As (0.794, 2.463, -0.572)
C (0.864, 4.115, 0.456)
C (2.714, 2.259, -0.844)
H (-0.380, -0.543, -5.165)
H (-1.707, -0.752, -4.019)
H (-0.365, -1.928, -4.087)
H (2.008, 0.346, -4.758)
H (2.560, -0.922, -3.642)
H (2.834, 0.789, -3.258)
H (-0.664, 1.625, -5.322)
H (-1.086, 3.983, -5.849)
H (-0.714, 5.727, -4.133)
H (0.045, 5.105, -1.885)
H (1.464, 4.831, -0.105)
H (1.378, 3.897, 1.391)
H (-0.117, 4.533, 0.670)
H (3.041, 2.953, -1.618)
H (2.968, 1.238, -1.118)
H (3.223, 2.501, 0.089)

Here are the Mulliken charges for atoms 1 to 4, given in e: Ir 2.77; N 0.03; C 0.98; C -1.50

(6)
This record from the OMol25 dataset describes a cluster of 2 separate species, C7H6O5S2 in total. The level of theory is the ωB97M-V functional and the def2-TZVPD basis.

**ΔE to the lowest compared entry with this formula, charge and spin**: 0.328 eV
**Charge**: -2
**Orbital gap**: 0.2200 hartree
**Energy**: -1442.95870 hartree
**Lowest unoccupied orbital energy**: 5.628 eV

Geometry (Å):
C (-0.867, 2.020, -0.189)
C (-0.663, 1.250, -1.332)
C (-0.248, 1.847, 1.036)
C (0.394, 0.331, -1.233)
C (0.698, -0.593, -2.376)
C (1.038, 0.154, -0.014)
C (0.831, 0.901, 1.156)
O (0.965, -0.109, -3.481)
O (0.232, -1.824, 2.159)
O (0.556, -1.822, -2.128)
O (-2.236, -1.795, 1.694)
O (-0.464, -2.429, -0.053)
S (1.805, 0.724, 2.574)
S (-0.973, -1.430, 1.002)
H (-1.661, 2.822, -0.231)
H (-1.099, 1.393, -2.235)
H (-0.360, 2.405, 1.920)
H (-0.107, -2.135, -1.004)
H (1.879, -0.577, -0.046)
H (0.282, -1.133, 2.782)

Here are the Mulliken charges for atoms 1 to 4, given in e: C -0.41; C -0.76; C -0.51; C 0.69

(7)
This record from the OMol25 dataset describes a cluster of 2 separate species, C6H5NO5 in total. The level of theory is the ωB97M-V functional and the def2-TZVPD basis.

**ΔE to the lowest compared entry with this formula, charge and spin**: 1.000 eV
**Charge**: -2
**Orbital gap**: 0.2530 hartree
**Energy**: -662.57877 hartree
**Lowest unoccupied orbital energy**: 6.481 eV

Geometry (Å):
C (-1.474, -1.682, 0.370)
C (-0.469, -0.864, 0.671)
C (1.700, 0.959, 0.221)
C (-1.071, 1.601, 1.006)
C (-0.512, 0.697, -1.356)
C (-0.325, 0.489, 0.158)
N (1.834, 2.078, -0.431)
O (-0.414, 2.576, 1.395)
O (-0.242, 1.861, -1.809)
O (2.489, 0.263, 0.835)
O (-2.273, 1.359, 1.203)
O (-0.855, -0.250, -2.077)
H (-1.552, -2.683, 0.788)
H (-2.244, -1.389, -0.322)
H (0.300, -1.189, 1.370)
H (0.959, 2.292, -1.022)
H (2.742, 2.521, -0.517)

Here are the Mulliken charges for atoms 1 to 4, given in e: C -0.74; C -0.53; C 0.24; C 0.47